{
  "formula": "CHClIO3S",
  "method": "ωB97M-V/def2-TZVPD",
  "symbols": ["C", "O", "O", "O", "S", "Cl", "I", "H"],
  "positions_angstrom": [[-0.640, -1.299, -0.033], [1.335, 1.320, -1.513], [1.926, 1.124, 0.857], [-0.078, 2.340, 0.270], [0.934, 1.439, -0.120], [-0.570, -1.935, 1.675], [-2.718, -0.927, -0.555], [-0.188, -2.063, -0.581]],
  "forces_ev_per_a": [[0.0, 2.7, 1.8], [-0.7, 0.2, 1.1], [0.3, -0.3, 0.4], [-1.3, 0.8, 0.0], [1.1, -1.9, -1.4], [0.0, 0.1, -0.3], [0.5, -0.3, -0.1], [0.2, -1.2, -1.3]],
  "total_charge": -1,
  "orbital_gap_ev": [6.45, 6.44],
  "lumo_energy_ev": [2.8179, 2.8135],
  "e_above_lowest_kj_mol": 194.1,
  "e_homo_ev": [-3.6, -3.6]
}


{
  "formula": "C4H4O",
  "method": "ωB97M-V/def2-TZVPD",
  "symbols": ["C", "C", "O", "C", "C", "H", "H", "H", "H"],
  "positions_angstrom": [[-1.036, 0.371, -0.025], [-0.290, -0.915, 0.273], [-0.836, -1.975, 0.407], [1.148, -0.569, 0.261], [1.773, 0.336, -0.267], [-0.018, 0.946, -0.653], [-1.263, 0.851, 0.954], [-2.072, 0.042, -0.344], [2.594, 0.914, -0.606]],
  "forces_ev_per_a": [[1.1, 0.6, -0.6], [-0.5, -0.3, 0.2], [0.6, 0.1, 0.1], [0.0, 0.5, -0.6], [1.4, -1.3, 0.9], [-4.6, -0.9, 1.4], [0.7, 0.1, -0.6], [1.3, 0.9, -0.6], [0.1, 0.4, -0.2]],
  "orbital_gap_ev": 10.24,
  "lumo_energy_ev": -0.0529,
  "e_above_lowest_kj_mol": 326.4,
  "e_homo_ev": -10.3,
  "smiles": "C#CC(C)=O"
}


{
  "formula": "C36H66B5F20N12Zn",
  "method": "ωB97M-V/def2-TZVPD",
  "symbols": ["Zn", "C", "C", "N", "C", "C", "N", "C", "C", "H", "H", "H", "H", "H", "H", "H", "H", "H", "H", "H", "C", "C", "N", "C", "C", "N", "C", "C", "H", "H", "H", "H", "H", "H", "H", "H", "H", "H", "H", "C", "C", "N", "C", "C", "N", "C", "C", "H", "H", "H", "H", "H", "H", "H", "H", "H", "H", "H", "C", "C", "N", "C", "C", "N", "C", "C", "H", "H", "H", "H", "H", "H", "H", "H", "H", "H", "H", "C", "C", "N", "C", "C", "N", "C", "C", "H", "H", "H", "H", "H", "H", "H", "H", "H", "H", "H", "C", "C", "N", "C", "C", "N", "C", "C", "H", "H", "H", "H", "H", "H", "H", "H", "H", "H", "H", "B", "F", "F", "F", "F", "B", "F", "F", "F", "F", "B", "F", "F", "F", "F", "B", "F", "F", "F", "F", "B", "F", "F", "F", "F"],
  "positions_angstrom": [[-0.585, -3.288, 2.552], [1.949, 2.064, 3.989], [1.552, 0.558, 3.861], [2.626, -0.178, 3.200], [3.663, 0.274, 2.441], [4.482, -0.768, 2.211], [4.020, -1.799, 2.982], [2.898, -1.443, 3.523], [4.685, -3.114, 3.243], [1.028, 2.580, 4.250], [2.341, 2.409, 3.037], [2.694, 2.173, 4.773], [0.720, 0.638, 3.168], [1.337, 0.224, 4.864], [3.813, 1.299, 2.167], [5.333, -0.874, 1.566], [2.268, -2.063, 4.140], [4.087, -3.820, 2.663], [4.572, -3.383, 4.287], [5.712, -3.018, 2.920], [-1.678, -4.251, -3.614], [-3.074, -3.903, -3.155], [-3.343, -2.449, -3.251], [-4.611, -1.911, -3.207], [-4.508, -0.574, -3.152], [-3.159, -0.310, -3.059], [-2.510, -1.453, -3.149], [-2.517, 0.978, -2.911], [-1.387, -5.270, -3.402], [-0.935, -3.536, -3.247], [-1.506, -4.065, -4.686], [-3.217, -4.193, -2.127], [-3.786, -4.396, -3.816], [-5.421, -2.619, -3.218], [-5.218, 0.229, -3.205], [-1.444, -1.547, -3.033], [-1.471, 0.851, -2.665], [-3.043, 1.747, -2.353], [-2.490, 1.447, -3.907], [-0.837, 3.582, 0.895], [-0.354, 5.031, 1.031], [-1.300, 6.064, 0.570], [-0.992, 7.387, 0.493], [-2.061, 8.026, -0.009], [-3.044, 7.076, -0.134], [-2.541, 5.893, 0.145], [-4.404, 7.208, -0.718], [0.069, 2.988, 0.978], [-1.231, 3.471, -0.118], [-1.568, 3.283, 1.638], [0.557, 5.117, 0.444], [-0.169, 5.225, 2.086], [-0.002, 7.755, 0.697], [-2.379, 9.034, -0.212], [-2.897, 4.921, -0.139], [-4.778, 6.211, -0.914], [-4.322, 7.653, -1.711], [-4.964, 7.851, -0.049], [8.075, -3.439, -4.685], [6.627, -3.369, -5.178], [5.699, -3.657, -4.093], [5.685, -4.763, -3.261], [4.802, -4.488, -2.288], [4.231, -3.262, -2.567], [4.896, -2.743, -3.572], [3.130, -2.732, -1.766], [8.742, -3.158, -5.494], [8.302, -4.389, -4.207], [8.209, -2.688, -3.902], [6.432, -4.012, -6.030], [6.550, -2.324, -5.470], [6.241, -5.636, -3.552], [4.548, -5.021, -1.385], [4.732, -1.778, -4.016], [3.051, -1.680, -2.057], [3.405, -2.695, -0.718], [2.205, -3.272, -1.913], [3.962, 6.552, -2.907], [4.022, 5.248, -3.658], [3.414, 4.118, -2.911], [3.817, 3.583, -1.717], [2.899, 2.654, -1.363], [1.959, 2.631, -2.359], [2.284, 3.524, -3.282], [0.884, 1.626, -2.455], [4.640, 6.444, -2.052], [2.963, 6.859, -2.602], [4.416, 7.420, -3.386], [5.057, 4.910, -3.776], [3.624, 5.258, -4.670], [4.763, 3.844, -1.277], [2.826, 1.959, -0.542], [1.674, 3.866, -4.100], [0.432, 1.804, -3.428], [0.174, 1.960, -1.701], [1.237, 0.614, -2.301], [-3.379, 0.841, 2.321], [-4.201, 0.074, 3.357], [-5.594, -0.048, 2.944], [-6.128, -0.945, 2.060], [-7.453, -0.855, 2.182], [-7.719, 0.204, 3.013], [-6.575, 0.621, 3.502], [-9.046, 0.711, 3.320], [-3.643, 1.905, 2.390], [-3.498, 0.493, 1.297], [-2.327, 0.743, 2.592], [-4.042, 0.475, 4.349], [-3.802, -0.938, 3.314], [-5.496, -1.624, 1.508], [-8.254, -1.360, 1.672], [-6.452, 1.360, 4.275], [-9.331, 1.452, 2.573], [-9.063, 1.230, 4.276], [-9.779, -0.088, 3.352], [1.508, -4.949, 3.443], [2.222, -5.860, 2.692], [1.505, -3.654, 2.777], [0.151, -5.241, 3.597], [2.164, -4.765, 4.676], [0.525, -5.106, -0.026], [-0.275, -4.323, 0.944], [0.051, -4.883, -1.322], [1.885, -4.775, 0.056], [0.353, -6.432, 0.374], [0.174, -0.891, 0.096], [-0.338, -1.539, -1.044], [0.067, -1.702, 1.262], [1.542, -0.565, -0.126], [-0.518, 0.339, 0.369], [-0.955, -1.930, 4.984], [-1.437, -3.252, 4.655], [0.047, -1.814, 3.971], [-2.141, -1.192, 4.790], [-0.499, -1.753, 6.251], [-3.521, -3.382, 2.087], [-4.458, -3.113, 3.063], [-4.181, -3.150, 0.839], [-2.391, -2.463, 2.045], [-2.966, -4.646, 2.241]],
  "forces_ev_per_a": [[-0.1, -0.8, 0.9], [0.0, -1.3, 0.3], [0.3, 2.9, -1.1], [0.0, -0.6, 1.5], [0.0, 0.7, -0.8], [0.6, -0.1, 0.2], [1.1, -1.3, -0.2], [-1.3, 0.1, 0.9], [-1.3, 0.4, -0.9], [0.1, 0.3, 0.1], [-0.1, 0.4, 0.0], [0.0, 0.3, 0.0], [-0.5, -1.0, 0.3], [-0.2, -0.8, -0.2], [-0.3, 0.0, -0.2], [0.3, 0.1, 0.2], [0.1, 0.0, 0.1], [0.5, -0.3, 0.0], [0.2, 0.2, 0.1], [0.1, -0.2, 0.1], [0.9, 1.3, -1.2], [0.5, -0.3, -0.7], [-0.9, -0.1, 0.4], [-0.5, -1.3, -0.4], [0.0, 0.5, 0.2], [-0.3, 0.6, 0.2], [1.9, -0.1, 0.5], [0.3, 0.8, -2.2], [0.0, 0.0, 0.4], [0.0, -0.6, 0.9], [-0.8, -0.4, -0.1], [-0.2, -0.1, 0.4], [-0.2, 0.1, 0.3], [-0.4, 0.4, -0.1], [-0.2, -0.1, 0.2], [0.0, 0.0, 0.0], [-0.2, -0.2, 0.7], [-0.1, -0.7, 0.8], [0.0, -0.2, 0.0], [0.2, 1.0, -0.6], [-0.3, -0.6, 0.4], [0.7, -0.6, 0.1], [1.0, 0.6, -0.2], [-1.6, 0.5, 0.4], [-1.0, -0.7, -1.4], [0.7, -0.6, 0.1], [1.1, 0.6, -0.4], [-0.2, -0.4, 0.1], [-0.1, -0.5, 0.1], [-0.1, -0.1, 0.0], [0.1, 0.4, 0.1], [0.3, 0.2, -0.1], [-0.1, 0.0, 0.3], [0.7, 0.2, 0.1], [-0.7, 0.0, 0.4], [-0.4, 0.0, 0.6], [0.1, 0.3, 0.2], [-0.5, -0.3, -0.1], [-0.4, 0.1, 0.5], [1.3, 0.2, 0.0], [0.4, 0.5, 0.4], [0.3, 0.0, -1.1], [-0.6, -0.5, 0.5], [0.5, -0.9, 1.6], [-0.9, 0.3, -1.2], [0.5, 1.6, -0.2], [0.2, -0.4, 0.0], [0.3, -0.2, -0.4], [0.0, 0.0, 0.0], [-0.1, -0.1, 0.0], [-0.8, -0.1, -0.2], [0.1, -0.1, 0.4], [-0.3, -0.2, -0.2], [-0.1, 0.1, 0.0], [-0.4, -0.1, -0.1], [-0.1, -0.5, 0.1], [0.0, -0.2, 0.0], [0.7, 0.3, 0.8], [1.1, -0.6, -0.3], [-0.7, 0.6, -0.5], [0.5, 0.1, 0.1], [0.0, -0.3, 0.0], [0.1, -0.9, -0.2], [0.0, 0.5, 0.3], [-0.4, 1.7, 0.0], [-0.6, 0.0, 0.3], [0.0, -0.2, 0.1], [-0.1, -0.4, -0.7], [0.0, 0.4, -0.1], [-0.4, 0.0, 0.2], [-0.1, 0.1, 0.2], [0.1, 0.0, 0.0], [0.0, -0.3, -0.2], [0.0, -0.4, -0.1], [-0.2, -0.7, 0.2], [0.1, 0.0, 0.1], [-0.1, 0.8, 0.6], [1.3, -1.1, -1.8], [0.3, 0.5, 0.6], [1.2, -0.9, 0.0], [-1.2, 0.5, -1.1], [-0.9, -0.7, 0.5], [0.0, 0.9, 0.7], [-0.3, 0.7, 0.1], [0.1, 0.0, -0.3], [-0.1, -0.2, 0.1], [0.0, -0.1, -0.1], [-0.5, 0.0, 0.2], [-0.2, 0.0, 0.6], [-0.1, -0.1, 0.0], [0.1, -0.1, 0.0], [0.0, 0.1, 0.0], [-0.1, -0.2, -0.1], [0.2, -0.2, 0.1], [0.1, -0.1, -0.1], [1.1, -1.1, 0.8], [-0.4, 0.4, 0.1], [0.1, 0.6, -0.4], [-0.2, 0.2, -0.2], [-0.3, 0.3, -0.3], [0.3, -2.1, 0.6], [0.0, 0.1, -1.0], [0.0, 0.5, 0.2], [-0.2, 0.7, -0.2], [-0.1, 0.8, -0.5], [-0.1, 0.1, 0.6], [0.1, 0.5, 0.4], [0.3, 0.7, -0.7], [-0.2, 0.0, -0.1], [0.2, -0.4, -0.5], [-2.4, -1.5, 0.5], [0.6, -0.4, 0.0], [0.3, 1.2, -0.2], [1.0, 1.2, -0.4], [0.6, 0.0, -0.4], [-0.7, -1.1, -0.7], [0.4, 0.5, 0.3], [0.3, -0.2, 0.0], [0.2, 0.4, 0.4], [-0.1, 0.6, -0.3]],
  "total_charge": 3,
  "orbital_gap_ev": 8.43,
  "lumo_energy_ev": -6.8731,
  "e_above_lowest_kj_mol": 0.0,
  "e_homo_ev": -15.3
}